(1)
This record from OMol25 describes a structure of composition AgO16Pb5S4 in a non-equilibrium geometry. The level of theory is ωB97M-V/def2-TZVPD.

```
26
Properties=species:S:1:pos:R:3:mulliken_spin:R:1
Pb 1.558 -0.988 4.529 0.000
Pb 2.711 -3.329 0.186 0.000
Pb -4.265 -3.373 1.177 -0.021
Pb 3.939 1.015 -4.369 0.000
Pb -0.569 5.935 -0.189 0.000
Ag -3.451 3.864 -3.412 0.000
S -0.617 3.805 -2.289 0.000
S -4.188 -0.900 2.176 -0.070
S 0.913 -2.863 2.704 0.000
S 3.924 -0.658 -2.125 0.000
O -0.414 -2.675 3.169 0.000
O 2.839 -0.800 -3.252 0.000
O 1.293 -1.638 2.087 0.000
O -4.432 0.494 2.021 0.026
O 1.842 -2.981 3.999 0.000
O -1.799 4.369 -1.282 0.000
O 4.710 -1.938 -2.006 0.000
O -0.279 2.501 -2.023 0.000
O 1.175 -3.895 1.784 0.000
O -5.360 -2.045 2.409 0.635
O -1.257 3.921 -3.662 0.000
O 0.533 4.889 -2.127 0.000
O 4.928 0.467 -2.581 0.000
O -3.265 -1.464 3.128 0.381
O 3.338 -0.367 -0.729 0.000
O -3.808 -1.344 0.675 0.049
```

Properties
Gap between HOMO and LUMO (spin up / spin down) = 0.2464 / 0.1428 Ha
E_LUMO (spin up / spin down) = -12.260 / -15.079 eV
HOMO (spin up / spin down) = -18.97 / -18.97 eV
Energy = -3906.230758 Ha
Net charge = +4
Spin multiplicity = 2

(2)
This record from OMol25 describes a structure of composition C2F3NdO3 in a non-equilibrium geometry. The level of theory is ωB97M-V/def2-TZVPD.

```
9
Properties=species:S:1:pos:R:3:mulliken_spin:R:1
Nd 3.839 0.109 0.174 4.011
F -1.254 1.497 -0.276 0.000
F -2.570 -0.155 -0.682 0.000
F -1.683 0.058 1.265 0.000
O -0.465 -0.573 -0.507 -0.001
O 1.152 0.566 0.614 -0.002
O 1.624 -1.281 -0.490 -0.004
C -1.471 0.209 -0.038 0.000
C 0.827 -0.429 -0.061 -0.004
```

Properties
Gap between HOMO and LUMO (spin up / spin down) = 0.2790 / 0.3112 Ha
E_LUMO (spin up / spin down) = -6.020 / -5.952 eV
HOMO (spin up / spin down) = -13.61 / -14.42 eV
Energy = -1162.711835 Ha
Net charge = +1
Spin multiplicity = 5

(3)
This record from OMol25 describes a structure of composition C49H50N5O3S2Tl. The level of theory is ωB97M-V/def2-TZVPD.

```
110
Properties=species:S:1:pos:R:3:lowdin_charge:R:1
Tl 0.340 0.683 -0.169 0.713
S 1.423 -0.569 -2.108 0.751
S 0.529 3.332 -0.142 0.728
O -1.729 0.988 0.001 -0.270
O 1.986 0.833 1.217 -0.277
O -0.407 1.595 -2.771 -0.076
N -0.060 -1.495 1.018 0.133
N 3.170 3.552 -0.108 0.047
N 2.262 2.713 -2.048 0.026
N -0.356 -2.570 -2.377 -0.110
N -1.135 -0.582 -3.137 0.097
C -4.160 0.877 -5.612 -0.093
C -3.344 -0.156 3.140 -0.053
C 2.107 3.179 -0.813 -0.795
C 0.799 -2.991 2.657 -0.005
C 3.307 -1.052 4.120 -0.053
C -1.311 -1.875 1.318 -0.249
C 4.546 3.356 -0.546 -0.148
C 2.739 -0.184 1.794 -0.473
C -1.606 -3.159 -2.865 -0.209
C -3.090 0.392 -4.875 -0.038
C 6.267 1.283 1.966 -0.084
C 1.454 0.445 3.881 -0.004
C -2.624 1.301 4.910 -0.099
C -2.316 1.262 -4.113 -0.146
C -2.628 2.618 -4.084 -0.007
C -5.110 1.078 0.741 -0.018
C -0.484 -3.380 2.985 -0.031
C 4.963 0.937 2.291 -0.026
C -2.664 0.241 0.711 -0.461
C -2.438 -1.288 0.523 -0.043
C -6.377 1.203 -1.304 -0.091
C -0.151 -1.248 -2.575 -0.669
C -4.014 0.575 0.055 -0.122
C 4.599 3.349 -2.064 -0.147
C -1.552 -2.822 2.304 -0.016
C 4.208 0.115 1.460 -0.137
C 2.517 -0.238 3.310 -0.175
C -6.286 1.387 0.065 -0.083
C -1.523 -3.532 -4.339 -0.065
C 6.845 0.813 0.795 -0.106
C 0.701 -3.502 -1.989 -0.229
C 3.565 2.373 -2.600 -0.161
C 0.266 -4.540 -0.964 -0.066
C 1.168 0.301 5.233 -0.063
C 1.951 -0.517 6.031 -0.092
C -2.649 0.602 2.198 -0.153
C -1.937 2.066 3.982 -0.081
C -4.470 2.230 -5.577 -0.091
C 2.356 -1.600 1.258 -0.074
C 6.097 0.008 -0.053 -0.090
C -3.332 0.185 4.482 -0.074
C -4.115 0.397 -1.325 -0.013
C -5.282 0.707 -2.001 -0.063
C 3.030 -1.190 5.471 -0.083
C -1.165 0.776 -3.285 -0.448
C 0.982 -2.036 1.662 -0.250
C -3.705 3.099 -4.810 -0.071
C -1.950 1.718 2.636 -0.016
C 4.790 -0.331 0.275 -0.032
H -2.615 1.571 5.958 0.100
H 4.926 2.414 -0.145 0.087
H -3.258 0.033 -1.878 0.089
H 4.524 1.305 3.210 0.123
H -0.740 -4.270 -4.521 0.070
H -3.952 4.152 -4.775 0.103
H -2.568 -3.117 2.524 0.115
H 4.152 -1.580 3.691 0.122
H 6.531 -0.363 -0.973 0.104
H 0.846 1.080 3.252 0.103
H 1.729 -0.627 7.085 0.098
H -1.421 2.323 1.911 0.087
H 6.837 1.916 2.634 0.103
H 3.494 2.419 -3.686 0.128
H 4.394 4.349 -2.452 0.122
H -1.312 -2.647 -4.937 0.067
H -1.385 2.942 4.301 0.108
H -7.128 1.785 0.616 0.099
H 2.404 -1.585 0.171 0.049
H -0.653 -4.117 3.759 0.113
H -5.054 1.252 1.807 0.108
H -3.355 -1.826 0.768 0.128
H 1.514 -2.910 -1.579 0.044
H -2.405 -2.440 -2.704 0.103
H 1.088 -4.000 -2.885 0.122
H 7.867 1.067 0.549 0.100
H 3.829 1.347 -2.324 0.103
H -3.922 -1.015 2.820 0.115
H 5.597 3.057 -2.391 0.119
H -1.818 -4.035 -2.255 0.105
H -5.327 0.578 -3.076 0.090
H 3.082 -2.328 1.625 0.131
H 4.225 -0.944 -0.415 0.102
H 3.655 -1.824 6.088 0.100
H -2.848 -0.661 -4.877 0.099
H -4.757 0.199 -6.208 0.102
H 5.153 4.165 -0.140 0.127
H 0.321 0.828 5.655 0.092
H -2.025 3.273 -3.471 0.121
H -3.880 -0.417 5.196 0.101
H -0.387 -5.304 -1.385 0.068
H -2.248 -1.443 -0.543 0.108
H 1.412 2.406 -2.519 0.082
H 1.152 -5.047 -0.581 0.082
H -5.312 2.607 -6.144 0.101
H -0.243 -4.071 -0.122 0.063
H -7.290 1.454 -1.829 0.098
H 1.660 -3.404 3.163 0.118
H -2.470 -3.959 -4.674 0.077
H 2.984 3.706 0.871 0.134
```

Properties
Gap between HOMO and LUMO = 0.3148 Ha
E_LUMO = 0.238 eV
HOMO = -8.33 eV
Energy = -3365.667136 Ha
Energy above the lowest of the compared OMol25 structures with the same formula, charge and spin = 4.5 kcal/mol
Spin multiplicity = 1

(4)
This record from OMol25 describes a structure of composition C34H37As2Cl3N6O4S2Sn. The level of theory is ωB97M-V/def2-TZVPD.

```
89
Properties=species:S:1:pos:R:3:lowdin_charge:R:1
Sn -0.643 1.636 -0.246 1.000
As -2.825 -0.489 1.567 1.082
As -0.261 -1.445 3.683 1.134
Cl 1.349 8.229 2.097 0.618
Cl -2.767 2.959 0.370 -0.242
Cl 1.100 5.831 -2.722 0.650
S 4.547 1.431 2.091 0.324
S -2.710 0.569 -2.968 0.566
O -2.533 -2.930 -1.964 0.013
O -4.025 1.145 -3.108 -0.315
O 0.484 3.367 -1.128 -0.274
O -1.619 1.509 -2.752 -0.438
N 3.495 -0.900 -1.632 -0.050
N 0.250 3.213 1.529 -0.008
N 1.850 0.860 1.436 0.009
N 1.159 -0.520 -1.405 0.031
N -2.667 -0.630 -1.918 -0.073
N 2.517 1.172 -2.157 0.074
C -1.283 -2.782 2.654 -0.433
C 0.778 5.551 1.805 -0.173
C 0.176 3.065 2.824 -0.135
C 0.678 5.373 3.202 -0.031
C 0.649 4.445 -0.446 -0.407
C -1.898 -1.026 -6.654 -0.096
C 1.508 -2.267 3.597 -0.335
C -2.375 -2.397 1.857 -0.416
C 2.034 -2.829 -1.424 -0.168
C 3.742 1.901 -1.862 -0.200
C 1.166 6.831 -0.204 -0.148
C -2.341 -0.391 -4.418 -0.207
C 0.556 4.417 1.001 -0.152
C 2.339 -0.116 -1.672 -0.405
C -1.835 -2.360 -6.253 -0.093
C -2.275 -1.704 -4.009 -0.132
C 2.957 1.114 1.700 -1.000
C 0.924 -1.886 -0.989 -0.227
C 4.914 1.006 -2.208 -0.175
C -2.153 -0.016 -5.734 -0.041
C -0.726 -2.181 5.454 -0.342
C -4.575 -0.711 0.732 -0.340
C -2.806 -4.732 1.358 -0.096
C 4.787 -0.266 -1.395 -0.187
C 3.360 -2.209 -1.022 -0.184
C -0.982 -4.136 2.787 -0.141
C -2.508 -1.835 -2.513 -0.547
C 0.389 4.138 3.708 -0.040
C 1.082 6.772 1.154 -0.612
C -2.021 -2.712 -4.921 -0.017
C 0.961 5.686 -0.990 -0.580
C -1.733 -5.110 2.149 -0.110
C -3.490 -0.140 3.405 -0.335
C -3.118 -3.389 1.216 -0.121
H 2.010 -2.958 -2.510 0.112
H -4.447 -1.090 -0.281 -0.003
H 2.172 -1.695 4.245 0.020
H -0.138 -4.441 3.397 0.074
H -1.739 -0.773 -7.696 0.092
H 4.911 -0.025 -0.331 0.070
H -5.002 0.290 0.667 0.019
H -5.226 -1.362 1.317 0.021
H -4.550 0.109 3.360 0.010
H 0.838 -1.914 0.106 0.100
H -0.151 -1.647 6.213 0.008
H -0.046 -2.209 -1.371 0.092
H -3.392 -5.479 0.837 0.096
H -0.056 2.068 3.184 0.094
H 3.740 2.812 -2.462 0.115
H 1.683 1.733 -2.052 0.076
H 0.843 6.219 3.856 0.083
H 4.206 -2.817 -1.359 0.110
H -0.496 -3.246 5.512 0.010
H -3.930 -3.106 0.559 0.076
H -2.948 0.700 3.838 -0.001
H 1.916 -3.810 -0.958 0.106
H 0.317 3.975 4.775 0.099
H 3.804 2.191 -0.806 0.090
H 1.889 -2.176 2.585 0.002
H 5.562 -0.990 -1.668 0.111
H 1.402 7.766 -0.694 0.095
H -2.195 1.024 -6.030 0.116
H 3.422 -2.141 0.075 0.123
H -3.353 -1.019 4.034 -0.006
H -1.788 -2.032 5.649 0.002
H -1.961 -3.739 -4.582 0.112
H 1.493 -3.312 3.912 0.005
H 4.889 0.767 -3.276 0.110
H 5.860 1.500 -1.977 0.108
H -1.639 -3.128 -6.993 0.091
H -1.480 -6.157 2.267 0.089
```

Properties
Gap between HOMO and LUMO = 0.2455 Ha
E_LUMO = 4.014 eV
HOMO = -2.67 eV
Energy = -8810.329089 Ha
Energy above the lowest of the compared OMol25 structures with the same formula, charge and spin = 17.0 kcal/mol
Net charge = -2
Spin multiplicity = 1